a.
Density functional theory data (wB97M-V/def2-TZVPD) for a structure of composition C21H18NO7PSc.

The HOMO energy is -11.76 eV.

The geometry in ORCA input format:
```
! RIJCOSX wB97M-V def2-TZVPD def2/J DEFGRID3
* xyz 1 1
Sc -0.520 1.134 -0.317
O -1.714 0.076 1.002
C -2.655 0.175 0.142
O -2.577 1.150 -0.676
C -3.623 -0.923 -0.060
P -3.043 -1.827 -1.633
C -3.328 -3.571 -1.178
C -2.684 -4.522 -1.975
C -2.866 -5.874 -1.743
C -3.712 -6.295 -0.725
C -4.374 -5.361 0.053
C -4.183 -4.002 -0.170
C -1.220 -1.705 -1.308
C -0.566 -2.407 -0.293
C 0.757 -2.138 0.023
C 1.469 -1.176 -0.687
C 0.857 -0.511 -1.748
C -0.487 -0.774 -2.055
H -4.620 -0.535 -0.262
H -3.620 -1.575 0.809
H -2.038 -4.203 -2.787
H -2.358 -6.602 -2.362
H -3.859 -7.352 -0.545
H -5.046 -5.682 0.837
H -4.726 -3.295 0.443
H -1.113 -3.149 0.277
H 1.235 -2.672 0.833
H 2.498 -0.962 -0.434
H 1.417 0.197 -2.350
H -0.967 -0.255 -2.879
O -0.335 2.546 -1.854
H -1.028 2.973 -2.370
H 0.442 3.189 -1.598
O 1.595 3.764 -0.856
C 1.726 3.147 0.203
O 0.964 2.113 0.480
C 2.747 3.525 1.201
C 2.857 2.846 2.412
C 3.817 3.227 3.335
C 4.671 4.282 3.053
C 4.541 4.940 1.842
C 3.595 4.588 0.905
N 5.452 6.066 1.539
O 5.308 6.622 0.472
O 6.283 6.345 2.375
H 2.183 2.028 2.626
H 3.901 2.706 4.278
H 5.430 4.604 3.752
H 3.517 5.127 -0.027
*
```


b.
Density functional theory data (wB97M-V/def2-TZVPD) for a structure of composition C21H18NO7PSc.

The HOMO energy is -11.85 eV.

The geometry in ORCA input format:
```
! RIJCOSX wB97M-V def2-TZVPD def2/J DEFGRID3
* xyz 1 1
Sc 0.006 0.050 -1.011
O -1.377 -0.639 0.397
C -2.276 -0.536 -0.503
O -2.070 0.309 -1.436
C -3.342 -1.551 -0.588
P -2.735 -2.842 -1.872
C -2.636 -4.380 -0.887
C -1.852 -5.399 -1.436
C -1.765 -6.635 -0.820
C -2.478 -6.878 0.348
C -3.280 -5.885 0.885
C -3.361 -4.641 0.271
C -0.913 -2.433 -1.935
C 0.001 -2.741 -0.914
C 1.336 -2.342 -0.998
C 1.785 -1.623 -2.112
C 0.895 -1.327 -3.142
C -0.439 -1.747 -3.056
H -4.270 -1.138 -0.976
H -3.489 -2.019 0.379
H -1.308 -5.229 -2.360
H -1.151 -7.413 -1.253
H -2.414 -7.845 0.829
H -3.851 -6.073 1.784
H -4.011 -3.894 0.704
H -0.345 -3.272 -0.037
H 2.020 -2.567 -0.190
H 2.816 -1.296 -2.165
H 1.226 -0.767 -4.005
H -1.117 -1.485 -3.858
O 0.274 1.717 -2.253
H -0.369 2.289 -2.685
H 1.053 2.270 -1.833
O 2.150 2.695 -0.914
C 2.174 1.931 0.054
O 1.404 0.872 0.116
C 3.073 2.174 1.204
C 3.049 1.342 2.321
C 3.895 1.589 3.391
C 4.768 2.665 3.350
C 4.772 3.476 2.230
C 3.941 3.259 1.153
N 5.704 4.626 2.185
O 5.693 5.309 1.185
O 6.410 4.803 3.154
H 2.361 0.508 2.351
H 3.873 0.946 4.259
H 5.440 2.885 4.168
H 3.970 3.915 0.295
*
```


Going by the computed energies, the most stable comes first: b, a.


a.
Density functional theory data (wB97M-V/def2-TZVPD) for a cluster of 2 separate species, C3H6NPS in total.

The HOMO energy (spin up / spin down) is -7.07 / -7.36 eV.

The geometry in ORCA input format:
```
! RIJCOSX wB97M-V def2-TZVPD def2/J DEFGRID3
* xyz 0 1
C -2.360 -1.768 -0.456
C -0.002 1.520 -0.192
C 0.350 0.654 0.983
N -2.358 -0.696 -0.041
P 2.184 -0.793 -0.840
S 1.254 -0.750 1.081
H 0.937 1.629 -0.845
H -0.786 0.992 -0.654
H -0.122 2.570 0.029
H -0.044 0.842 2.024
H -2.343 -2.770 -0.776
H 3.290 -1.430 -0.314
*
```


b.
Density functional theory data (wB97M-V/def2-TZVPD) for a cluster of 2 separate species, C3H6NPS in total.

The HOMO energy (spin up / spin down) is -7.41 / -7.07 eV.

The geometry in ORCA input format:
```
! RIJCOSX wB97M-V def2-TZVPD def2/J DEFGRID3
* xyz 0 1
C -0.136 -0.911 -0.418
C -1.527 -1.198 -0.132
C -0.417 0.797 0.897
N 0.454 0.054 0.185
P 2.322 1.278 -0.970
S -2.139 0.298 0.828
H 0.362 -1.694 -0.941
H -2.127 -1.184 -1.166
H -1.646 -1.995 0.497
H -0.121 1.629 1.455
H 1.557 2.067 -0.078
H 3.419 0.859 -0.155
*
```


Going by the computed energies, the most stable comes first: a, b.